# 1
C25H29CsN2O5PS2 | ωB97M-V/def2-TZVPD

Structure (XYZ):
```
65
Properties=species:S:1:pos:R:3:mulliken_charge:R:1
Cs -0.3377 -1.0933 -0.5150 1.550
S 2.5094 -0.1876 -0.3717 1.716
S -0.1780 -6.9252 0.0742 -0.564
P 0.5989 2.0140 -0.7975 -0.178
O 1.5141 0.1154 0.6792 -0.762
O -2.4506 -1.9214 -0.0855 -0.334
O -3.9854 -2.3266 -1.6723 -0.123
O 3.4899 -1.1729 0.0167 -0.891
O 1.8293 -0.4714 -1.6357 -0.678
N 0.5403 -5.1394 1.8324 0.099
N -1.8152 -5.4152 1.4053 0.126
C -0.5112 -5.6974 1.1690 0.603
C 0.1523 3.1956 -2.1509 -0.197
C 0.4776 -4.2619 2.9835 -1.163
C -1.7152 3.7833 2.0452 -0.651
C 1.8333 -5.1152 1.1772 -1.119
C 4.2205 3.9605 -1.0124 -0.708
C 0.1048 2.9634 0.6849 0.633
C -1.2582 3.1921 0.8815 -0.672
C 0.1842 3.4440 -4.5550 -0.698
C 4.6545 1.6336 -0.6169 -0.504
C -0.5140 4.4108 -2.0505 0.177
C -0.8172 4.1263 3.0442 -0.428
C 0.5343 3.8748 2.8737 -0.704
C -2.7740 -5.6161 0.3350 -1.077
C 3.2968 1.4018 -0.6295 0.073
C 2.3847 2.4238 -0.8252 -0.587
C 0.4849 2.7182 -3.4195 -0.469
C 0.9924 3.2979 1.7016 -0.262
C 2.8585 3.7174 -1.0244 0.074
C -0.4864 4.6527 -4.4425 -0.409
C -2.3902 -4.6251 2.4734 -1.093
C -0.8324 5.1313 -3.1902 -0.704
C -2.6713 -2.4711 -1.1917 -0.496
C -4.9217 -1.5992 -0.9075 -0.658
C 5.1211 2.9261 -0.8073 -0.502
H 2.0456 3.0930 1.5826 0.358
H 2.1257 -4.0851 0.9550 0.366
H -2.7742 3.9682 2.1809 0.385
H -1.1743 4.5767 3.9592 0.378
H -0.7458 5.2157 -5.3280 0.358
H -3.4460 -4.8924 2.5332 0.404
H 0.4569 3.0669 -5.5315 0.397
H 0.9864 1.7608 -3.4950 0.437
H 2.5951 -5.5778 1.8073 0.322
H -1.9475 -4.8547 3.4381 0.362
H -1.9617 2.8987 0.1088 0.503
H -2.3303 -3.5549 2.2636 0.279
H -1.3599 6.0727 -3.0996 0.391
H 1.7775 -5.6706 0.2454 0.355
H -3.5366 -6.3416 0.6297 0.311
H -0.0210 -3.3122 2.7702 0.333
H 2.1638 4.5309 -1.1811 0.440
H -4.3986 -1.1218 -0.0695 0.219
H 5.3276 0.8049 -0.4615 0.551
H -0.7860 4.8028 -1.0785 0.362
H 1.2324 4.1250 3.6618 0.398
H -5.6957 -2.2675 -0.5172 0.231
H -2.2738 -5.9705 -0.5608 0.387
H 6.1825 3.1321 -0.7947 0.376
H 4.5789 4.9686 -1.1639 0.402
H -0.0107 -4.7636 3.8209 0.378
H -3.2424 -4.6607 0.0993 0.255
H 1.5011 -4.0489 3.2896 0.402
H -5.3895 -0.8403 -1.5384 0.239
```

## Properties
- gap between HOMO and LUMO (eV) = 6.35
- highest occupied orbital energy (eV) = -4.178
- max |F| (eV Å⁻¹) = 4.44
- M (g mol⁻¹) = 665.5
- net charge = -1


# 2
C21H45N3O32S7 | ωB97M-V/def2-TZVPD

Structure (XYZ):
```
108
Properties=species:S:1:pos:R:3:mulliken_charge:R:1
S 4.2265 -1.8057 6.4639 1.040
S -2.0409 -3.1776 3.1554 1.251
S 1.6038 3.1016 -4.1397 1.033
S 4.0779 -3.5710 0.4402 1.098
S -4.5814 -0.2212 -2.5833 1.113
S 0.5091 -0.4026 1.5193 0.339
S 1.8408 4.8986 1.8526 1.233
O 0.6125 3.9057 1.5049 -0.124
O -4.5122 -0.0554 -1.1676 -0.460
O 5.2821 0.8570 3.2951 -0.553
O 1.1410 -1.3176 2.4104 0.075
O -5.4265 -1.5776 -2.8684 -0.402
O 2.1041 2.5869 -2.7093 -0.146
O 4.4335 -2.6360 1.4620 -0.397
O 4.3884 -3.0230 -1.0658 -0.388
O -1.6860 2.5745 -0.1164 -0.576
O -3.6462 -3.0329 2.9967 -0.355
O 2.6189 3.8907 -4.7794 -0.578
O 4.7597 -2.5472 7.5757 -0.566
O -3.2402 -0.9050 -3.1636 -0.052
O 0.9975 2.0268 -4.8541 -0.505
O 2.4851 -3.5704 0.2311 -0.151
O 4.1137 -2.8258 5.1741 -0.452
O -1.5120 -1.9241 3.6110 -0.452
O 0.4602 4.0531 -3.4842 -0.382
O 2.5968 -1.6441 6.5700 -0.359
O -5.0514 0.8170 -3.4471 -0.589
O 4.5778 -4.9058 0.5669 -0.626
O 4.8002 -0.5426 6.0903 -0.481
O 1.4793 -0.1648 0.2160 -0.167
O 3.2760 0.9455 2.5290 -0.409
O 0.0078 0.8139 2.0673 -0.704
O 0.0489 -3.1702 -3.5066 -0.470
O 3.0828 4.2185 1.7076 -0.544
O -2.1907 -4.1927 4.4142 -0.357
O 1.4481 5.1186 3.4254 -0.405
O -1.4708 -3.8331 2.0251 -0.546
O -0.6358 -1.1511 0.6195 -0.086
O 1.5711 6.1028 1.1128 -0.605
N 0.1861 -1.7167 -5.2430 0.460
N -3.7762 3.4628 -0.3261 0.284
N 4.4739 0.8150 2.4008 0.887
C 0.5494 -1.4873 -6.6286 -0.922
C -3.8905 3.9643 1.0319 -1.011
C 4.9684 0.6533 1.0043 -0.641
C -0.1758 -0.5495 -4.4916 -0.702
C -0.5664 -0.7528 -0.7704 0.280
C 0.7140 0.0719 -0.9484 0.443
C 0.2919 -2.9375 -4.6716 -0.069
C -4.9416 3.4822 -1.1812 -1.062
C -3.5163 -1.9058 -4.1436 -0.217
C 3.0739 -2.3432 4.3191 0.427
C 0.7307 4.3095 -2.1026 0.481
C -2.6658 2.8389 -0.7868 0.005
C 0.0375 4.7831 3.6410 -0.338
C -4.3193 -3.2294 4.2417 -0.302
C 2.2699 -4.0910 -1.0837 -0.274
C -4.9961 -2.2779 -4.0248 -0.317
C 2.0747 3.6742 -1.7756 -0.056
C 3.3032 -3.3567 -1.9598 -0.169
C -0.5004 4.2450 2.3072 0.173
C -3.2631 -3.7557 5.2324 -0.374
C 1.9756 -2.1170 5.3879 -0.075
H 0.0103 4.1764 4.5388 0.276
H 1.2907 -0.1698 -1.8378 0.371
H 1.2134 -1.4322 5.0126 0.124
H 2.8013 -3.1219 3.6176 0.240
H 3.3946 -1.4230 3.8351 -0.183
H -3.1088 3.6948 1.7333 0.265
H 0.6959 5.3777 -1.8960 0.413
H 3.7815 -4.0276 -2.6772 0.342
H -4.7848 -2.3171 4.6088 0.272
H -4.8364 3.5964 1.4284 0.383
H -1.2169 4.9059 1.8257 0.065
H 4.2978 0.0140 0.4389 0.063
H 2.9473 -2.5346 -2.5782 0.084
H -1.0272 -0.0134 -4.9288 0.287
H -4.7789 3.1938 -2.2195 0.346
H 2.1183 3.1628 -0.8155 -0.078
H -2.7977 -2.6897 -3.9008 0.182
H -2.8762 -2.9318 5.8364 0.249
H -5.0932 -3.3290 -3.7588 0.279
H 2.3910 -5.1704 -1.1226 0.347
H 0.5800 0.2231 -4.3420 0.529
H 5.1111 1.6279 0.5497 0.288
H 1.3363 -0.7291 -6.6740 0.330
H 0.8943 -2.3947 -7.1174 0.302
H -3.8577 5.0572 1.0451 0.314
H -5.5519 -2.1049 -4.9444 0.267
H -0.2775 -1.0323 -7.1785 0.297
H -0.4142 5.7624 3.8020 0.277
H 0.6979 -3.6296 -5.4215 0.297
H 1.2618 -3.7980 -1.3630 0.170
H -3.5655 -4.6088 5.8308 0.324
H -5.3369 4.4956 -1.2959 0.371
H -2.8720 2.4387 -1.7952 0.370
H -0.6090 -0.8295 -3.5311 -0.268
H -1.4995 -0.2124 -0.9180 -0.153
H -0.5656 -1.6979 -1.3138 0.012
H 5.9106 0.1168 1.1011 0.332
H -5.7287 2.8079 -0.8365 0.336
H 1.4366 -3.0343 5.6355 0.290
H -0.9788 3.2775 2.4662 0.064
H -3.2135 -1.5287 -5.1222 0.242
H 0.4399 1.1290 -1.0149 -0.628
H 2.9441 4.3262 -1.8711 0.188
H -0.0348 3.8345 -1.4842 -0.373
H -5.1168 -3.9513 4.0732 0.291
```

## Properties
- gap between HOMO and LUMO (eV) = 9.85
- highest occupied orbital energy (eV) = -9.878
- max |F| (eV Å⁻¹) = 2.25
- M (g mol⁻¹) = 1076.0


# 3
C21H43FN5O6PS | ωB97M-V/def2-TZVPD

Structure (XYZ):
```
78
Properties=species:S:1:pos:R:3:mulliken_charge:R:1
S -2.4525 0.3337 -0.2954 -0.115
P -4.9447 0.9883 -1.9978 0.507
F -5.9120 -0.8138 -0.0192 -0.347
O 2.9410 -2.5850 2.4904 -0.188
O 0.0933 -1.3077 -2.4993 -0.531
O 1.7116 4.6060 -4.2659 -0.317
O -1.7632 2.6422 -2.2026 -0.208
O 3.9625 -0.9755 6.5601 -0.440
O -0.9776 -2.8817 -1.1357 -0.308
N -2.6992 -1.5444 -3.7795 -0.510
N -1.2817 5.0012 -4.2900 -0.325
N 4.7377 -3.4788 4.7469 -0.325
N -5.3495 2.0624 -0.8704 -0.746
N -5.4919 -3.3994 -2.6160 -0.495
C 1.1114 -1.3808 -0.2017 -0.647
C -2.4513 4.6823 -3.4620 -0.776
C 0.0313 -1.8594 -1.3092 0.506
C -2.2188 3.9910 -2.1049 -0.693
C 4.0101 -1.9858 1.7712 -0.937
C -1.4233 -2.9958 0.2513 -0.214
C 1.6973 3.8257 -5.4531 -0.702
C -0.2923 5.8572 -3.6337 -0.115
C 4.9087 -3.2530 6.1875 -0.684
C 3.1916 -3.9443 2.8672 -0.875
C -5.3362 -2.5144 -1.7340 -0.084
C -2.9845 -3.4662 0.2127 -0.612
C 1.0389 5.8637 -4.3958 -0.824
C 3.3301 -0.6392 5.3350 -0.478
C -3.7938 -0.4287 -1.3356 0.294
C 3.4465 -4.0594 4.3755 -0.171
C 3.8872 -2.3558 6.9125 -0.460
C -0.3759 2.5004 -2.4689 -0.199
C -4.7354 -1.5168 -0.5846 1.109
C -4.0493 -2.3190 0.6415 -0.751
C -3.1409 -1.0967 -2.6890 -0.261
H -6.1083 0.3385 -2.5616 0.116
H 2.6189 -3.5556 4.8826 0.129
H 2.4258 -1.2272 5.1564 0.255
H -1.3259 -2.0304 0.8784 0.288
H -4.1792 1.6460 -3.0221 0.019
H -3.0069 0.7148 0.9513 0.170
H 3.4314 -5.1159 4.6662 0.409
H -3.1884 3.9360 -1.6031 0.420
H -0.8409 4.1243 -4.5545 0.073
H 0.7143 3.3807 -5.6207 0.294
H 2.8585 -2.7194 6.8214 0.340
H -3.5901 -1.6236 1.4700 0.285
H 4.0043 -4.3915 2.2829 0.393
H 2.4163 3.0120 -5.3298 0.234
H -3.0780 -4.3249 1.0110 0.359
H -3.1753 -3.9562 -0.8162 0.308
H -3.0188 5.6043 -3.2965 0.401
H 4.8418 -1.7395 2.4343 0.382
H 4.0354 -0.7514 4.5110 0.114
H 0.2242 3.2736 -1.9816 0.301
H 0.9271 -0.2343 -0.0393 0.237
H -0.0530 1.5271 -2.0904 0.022
H -0.2040 2.4964 -3.5455 0.025
H -0.6832 6.8795 -3.5777 0.396
H 1.6932 6.6089 -3.9310 0.393
H 5.8989 -2.8013 6.3129 0.374
H 3.6420 -1.0535 1.3356 0.220
H 2.2765 -4.4991 2.6338 0.373
H 3.0495 0.4163 5.3740 0.351
H 4.1239 -2.3981 7.9786 0.349
H 4.3585 -2.6325 0.9600 0.409
H -0.0803 5.5184 -2.6158 0.129
H -1.5703 4.5675 -1.4371 0.416
H -0.8212 -3.8213 0.8350 0.191
H 0.9048 6.1537 -5.4446 0.391
H -3.0872 4.0265 -4.0671 0.379
H 4.8484 -2.5839 4.2778 0.083
H 1.9920 4.4183 -6.3247 0.333
H 4.9420 -4.2266 6.6879 0.382
H -4.9258 -2.8801 1.1904 0.371
H -4.9324 1.7731 0.0334 0.250
H 1.0361 -1.9190 0.8188 0.234
H 2.1800 -1.4833 -0.6516 0.326
```

## Properties
- gap between HOMO and LUMO (eV) = 8.30
- highest occupied orbital energy (eV) = -8.619
- max |F| (eV Å⁻¹) = 9.96
- SMILES = CC(=O)OCCC[C@](F)(C#N)[C@@](S)(C#N)[PH2]=N.COCCNCCOC.COCCNCCOC
- M (g mol⁻¹) = 543.6


# 4
C6H13ClNO2 | ωB97M-V/def2-TZVPD

Structure (XYZ):
```
23
Properties=species:S:1:pos:R:3:mulliken_charge:R:1
Cl 2.9355 -0.1555 -0.0189 -0.131
O -0.4586 1.9024 -0.4941 -0.324
O 0.8209 1.2712 1.4282 -0.474
N 0.6585 -2.1082 -0.1342 -0.123
C 1.5407 0.6858 -0.6832 -0.607
C -1.3419 2.6243 0.3250 -0.692
C 0.0008 -1.6795 -1.1931 0.238
C 0.6610 1.3482 0.0843 0.659
C -1.2355 -0.8608 -1.0855 -1.031
C 0.3580 -2.0275 1.2813 -0.648
H -1.5433 -0.9849 -0.1134 0.290
H -1.8321 -1.2684 -1.8122 0.438
H 0.3417 -2.9887 1.7910 0.302
H 0.8206 2.2217 1.7860 0.363
H -0.9267 2.5905 1.2960 0.340
H -0.6572 -1.5292 1.3780 0.186
H -1.4635 3.7380 -0.0452 0.221
H 0.4389 -1.7858 -2.1898 0.400
H 1.1990 -1.4356 1.5922 0.291
H 1.5387 -2.4904 -0.2306 0.338
H 1.5830 0.7752 -1.8047 0.425
H -1.2441 0.1855 -1.5129 0.239
H -2.1946 1.9716 0.3560 0.301
```

## Properties
- gap between HOMO and LUMO (eV) = 8.22
- highest occupied orbital energy (eV) = -12.338
- max |F| (eV Å⁻¹) = 3.69
- M (g mol⁻¹) = 166.6
- net charge = +1


Q: Among the records above, which one has the highest gap between HOMO and LUMO?
A: C21H45N3O32S7


Q: What is the max |F| in the second record?
A: 2.25 eV Å⁻¹


Q: Number 3 is which compound?
A: C21H43FN5O6PS


Q: Which of these has the highest M?
A: C21H45N3O32S7